[1]
{
  "formula": "C3H3BrClNO",
  "method": "ωB97M-V/def2-TZVPD",
  "species": ["O", "C", "N", "Br", "C", "C", "Cl", "H", "H", "H"],
  "coordinates": [[-1.2966, -1.3240, 1.5509], [-1.4163, -0.3572, 0.9651], [-1.6555, 0.5395, 0.2418], [-2.8054, 1.8305, -0.2165], [1.4753, -0.6153, 0.0443], [1.0181, 0.3482, -0.7048], [0.5144, 0.0897, -2.3249], [1.4814, -0.4023, 1.1814], [1.5918, -1.5062, -0.3587], [1.0927, 1.3971, -0.3786]],
  "atomic_forces_ev_per_a": [[1.2471, -2.8116, 2.1357], [-1.9936, 1.0258, -0.8604], [0.3981, 1.9100, -1.3975], [-0.0454, -0.0825, 0.2251], [-0.8647, 3.6288, 4.0881], [0.7422, 1.7129, -0.1499], [0.0824, 0.1468, -0.4260], [0.7734, -0.5793, -2.0829], [0.4274, -4.4116, -1.2382], [-0.7668, -0.5394, -0.2940]],
  "mulliken_charge": [-0.39, 0.63, -0.29, 0.08, -0.78, -0.06, -0.17, 0.25, 0.37, 0.35],
  "lumo_energy_ha": -0.013,
  "e_homo_ha": -0.3552,
  "gap_ha": 0.342,
  "smiles": "O=C=NBr.C=CCl"
}


[2]
{
  "formula": "C3H3BrN3",
  "method": "ωB97M-V/def2-TZVPD",
  "species": ["N", "C", "N", "C", "C", "Br", "N", "H", "H", "H"],
  "coordinates": [[1.0770, -0.4540, -1.5870], [0.4993, -0.1145, -0.4816], [-0.6203, 0.7157, -0.6370], [-1.3474, 0.7459, 0.3729], [-0.2293, -0.0973, 1.5827], [-0.3662, -0.1742, 3.4129], [0.6816, -0.5532, 0.8179], [0.9194, 0.0910, -2.4064], [1.6887, -1.2581, -1.6302], [-2.3028, 1.0987, 0.5558]],
  "atomic_forces_ev_per_a": [[0.6778, -0.7624, 1.5894], [-1.7922, 0.1976, 1.0662], [-1.0251, 0.9802, -1.3742], [4.3275, -2.2236, 2.0771], [-1.8404, 1.0530, -1.9088], [0.0819, -0.1125, -0.8842], [1.3043, -0.5012, -0.1906], [-0.4829, 0.2522, -0.6666], [0.4200, 0.1610, 0.0980], [-1.6710, 0.9557, 0.1936]],
  "mulliken_charge": [-0.20, 0.54, -0.39, 0.04, 0.31, 0.08, -0.42, 0.30, 0.29, 0.44],
  "lumo_energy_ha": -0.240,
  "total_charge": 1,
  "e_homo_ha": -0.5497,
  "gap_ha": 0.310,
  "smiles": "[NH2+]=C1N=CC(Br)=N1"
}


[3]
{
  "formula": "C3H3BrO",
  "method": "ωB97M-V/def2-TZVPD",
  "species": ["C", "C", "C", "O", "Br", "H", "H", "H"],
  "coordinates": [[-1.0471, -0.3372, -0.8774], [-0.9224, -1.2035, -0.0594], [0.7935, 0.9956, -0.3323], [0.3750, 1.4733, 0.8009], [2.2686, -0.2225, -0.1580], [-1.7081, 0.1045, -1.4711], [-0.3640, -1.8046, 0.5521], [0.6046, 0.9945, 1.5451]],
  "atomic_forces_ev_per_a": [[-0.0097, -1.5449, 1.2982], [0.6874, 0.1618, -0.2514], [-0.4931, 1.1135, -0.4157], [-0.7756, 1.3562, -2.7779], [0.5104, -0.4290, 0.4466], [-1.7281, 2.3555, -2.5818], [0.5944, -1.3853, 1.3798], [1.2142, -1.6278, 2.9023]],
  "mulliken_charge": [-0.42, -0.27, -0.13, -0.19, -0.14, 0.41, 0.41, 0.32],
  "lumo_energy_ha": 0.000,
  "e_homo_ha": -0.3267,
  "gap_ha": 0.327
}


[4]
{
  "formula": "C3H3BrO2",
  "method": "ωB97M-V/def2-TZVPD",
  "species": ["C", "C", "C", "O", "O", "Br", "H", "H", "H"],
  "coordinates": [[1.8557, 0.6801, 0.2683], [-0.7466, -0.3601, -0.3514], [0.4814, 0.3389, -0.0945], [2.8879, 0.3383, -0.2923], [-0.6155, 0.9161, 0.3604], [-3.5550, -1.8453, 0.2989], [1.9633, 1.4040, 1.0136], [-1.0958, -0.2650, -1.3546], [-1.1754, -1.2071, 0.1518]],
  "atomic_forces_ev_per_a": [[-0.2497, -1.0772, -1.9692], [0.6033, 0.3944, -1.0722], [1.8477, -0.1277, 0.9382], [-0.4325, -0.7740, -0.1894], [-0.9731, 0.2017, 0.4017], [-0.1871, -0.0550, 0.0396], [-0.5194, 1.4694, 1.6225], [-0.5385, 0.1838, -0.5564], [0.4493, -0.2155, 0.7850]],
  "mulliken_charge": [-0.16, -0.05, 0.19, -0.48, -0.34, 0.00, 0.35, 0.27, 0.22],
  "lumo_energy_ha": [-0.029, -0.152],
  "e_homo_ha": [-0.3723, -0.3143],
  "gap_ha": [0.343, 0.162]
}


[5]
{
  "formula": "C3H3BrO2S",
  "method": "ωB97M-V/def2-TZVPD",
  "species": ["C", "S", "O", "O", "H", "H", "C", "C", "Br", "H"],
  "coordinates": [[-1.6022, 0.2341, -0.4970], [-0.5738, -1.0788, -0.1380], [-0.2338, -1.8574, -1.2820], [-0.5895, -1.6427, 1.1721], [-1.5827, 1.0331, 0.1625], [-1.6532, 0.3305, -1.5571], [1.6017, 0.0378, 0.1362], [1.5863, 1.0125, 0.8840], [1.2889, 2.5878, 1.6712], [1.7583, -0.6569, -0.5519]],
  "atomic_forces_ev_per_a": [[2.0960, -3.7507, -0.1016], [-4.0830, 2.1787, -0.4819], [0.5861, -0.4355, -0.2654], [0.5082, 0.1786, 0.1671], [-0.2156, 1.2149, 1.2317], [0.0298, 0.3866, -0.5092], [0.1559, 5.0291, 4.1367], [-0.0577, -1.9700, -1.9583], [0.0403, -0.1046, 0.2308], [0.9400, -2.7271, -2.4499]],
  "mulliken_charge": [-0.64, 0.88, -0.52, -0.48, 0.34, 0.31, -0.19, -0.26, 0.02, 0.55],
  "lumo_energy_ha": [-0.036, -0.036],
  "e_homo_ha": [-0.3414, -0.3414],
  "gap_ha": [0.306, 0.306],
  "smiles": "C=S(=O)=O.C#CBr"
}


[6]
{
  "formula": "C3H3Cl2F",
  "method": "ωB97M-V/def2-TZVPD",
  "species": ["C", "C", "C", "F", "Cl", "Cl", "H", "H", "H"],
  "coordinates": [[-0.5723, 1.0198, -0.5829], [2.1905, -0.8105, 0.5179], [-1.3826, -0.2159, -0.0783], [-0.9477, 2.1002, 0.2173], [3.5971, -1.1796, -0.3594], [1.7022, 0.8260, 0.1031], [-0.8043, -1.2433, -0.4095], [-2.4221, -0.2922, -0.4263], [-1.3608, -0.2044, 1.0182]],
  "atomic_forces_ev_per_a": [[-2.3545, 0.5821, 0.2650], [-0.2793, 0.8475, -0.1653], [2.5785, -1.5986, -0.1405], [0.3358, -1.8306, -0.8742], [0.0922, -0.0490, -0.0203], [0.9265, -1.0341, 0.5395], [-1.4237, 2.6907, 0.6119], [0.3953, 0.4655, -0.1354], [-0.2708, -0.0735, -0.0807]],
  "mulliken_charge": [0.11, 0.06, -0.83, -0.18, -0.03, 0.01, 0.23, 0.34, 0.29],
  "lumo_energy_ha": -0.053,
  "e_homo_ha": -0.3290,
  "gap_ha": 0.276
}


[7]
{
  "formula": "C3H3Cl2IrNO3Y",
  "method": "ωB97M-V/def2-TZVPD",
  "species": ["Ir", "Y", "Cl", "Cl", "C", "C", "C", "O", "O", "O", "N", "H", "H", "H"],
  "coordinates": [[-0.3772, -0.7938, -1.9110], [-0.2557, 1.5120, 0.1671], [-1.3828, -2.8867, -1.9321], [-1.4228, 2.9561, 1.7651], [2.0094, 1.1973, 0.7547], [0.8387, -1.5079, -0.7170], [-0.0560, 0.9264, -2.5336], [3.1184, 1.0060, 1.0379], [1.5597, -2.0690, 0.0175], [0.1421, 1.9643, -3.0780], [-0.9541, -0.3540, 1.4645], [-1.4075, -1.0403, 0.8475], [-1.6195, -0.0562, 2.1854], [-0.1927, -0.8543, 1.9319]],
  "atomic_forces_ev_per_a": [[-2.1644, -1.5786, -2.0582], [-0.3819, -0.5008, -1.2451], [-0.5654, -0.4863, -0.2942], [-1.2818, 1.7155, 1.7562], [7.8360, -1.1314, 2.0611], [6.0882, -4.5621, 5.8437], [0.7995, 7.8547, -4.9392], [-5.9303, 1.0541, -1.5027], [-3.3185, 2.8700, -3.4768], [-0.7159, -5.2006, 3.2256], [0.2421, 0.6840, -0.6551], [-0.3148, -0.0111, 0.7251], [-0.1896, -0.5760, 0.1947], [-0.1031, -0.1314, 0.3649]],
  "mulliken_charge": [0.79, 1.33, 0.29, 0.30, 0.21, 0.32, 0.53, 0.18, -0.13, -0.19, -0.70, 0.33, 0.40, 0.36],
  "lumo_energy_ha": [-0.671, -0.803],
  "total_charge": 4,
  "e_homo_ha": [-0.9417, -1.0156],
  "gap_ha": [0.271, 0.213],
  "s_squared": 6.015,
  "spin_multiplicity": 5
}


[8]
{
  "formula": "C3H3Cl2N2",
  "method": "ωB97M-V/def2-TZVPD",
  "species": ["Cl", "C", "C", "N", "C", "Cl", "N", "H", "H", "H"],
  "coordinates": [[-2.7982, 1.2972, 0.0453], [-1.1960, 0.6837, 0.0380], [-0.7033, -0.6426, 0.0734], [0.6518, -0.5239, 0.0322], [1.0483, 0.7876, -0.0198], [2.5104, 1.5274, -0.0209], [-0.1094, 1.4972, 0.0071], [-1.0827, -1.6616, 0.1139], [1.1972, -1.5618, -0.1122], [-0.0034, 2.5281, 0.2152]],
  "atomic_forces_ev_per_a": [[0.8835, -0.3485, 0.0433], [-0.8083, -2.2325, 0.3685], [-0.8523, 2.1421, -0.1816], [2.9369, -2.7741, -0.7975], [-2.5354, -1.8219, 0.2089], [1.0793, -0.0496, -0.0390], [1.9640, 1.4106, 0.4625], [-0.5853, 0.7184, -0.0820], [-1.1785, 4.4705, 0.6236], [-0.9039, -1.5150, -0.6067]],
  "mulliken_charge": [-0.10, 0.19, -0.24, -0.15, 0.33, -0.07, -0.11, 0.42, 0.42, 0.31],
  "lumo_energy_ha": -0.142,
  "total_charge": 1,
  "e_homo_ha": -0.5083,
  "gap_ha": 0.367,
  "smiles": "Clc1c[nH+]c(Cl)[nH]1"
}


In order of appearance, ΔE to the lowest compared entry with this formula, charge and spin = 2.104 1.122 4.628 4.323 2.995 6.177 0.000 0.613 eV.